The following is a DFT calculation (ωB97M-V/def2-TZVPD) of a structure of composition C38H25F4IN6OP2Pd in a non-equilibrium geometry.

Summary:
Charge = +2
Total energy = -3373.98589 Ha
Energy above the lowest of the compared OMol25 structures with the same formula, charge and spin = 10.4 kcal/mol
Orbital gap (alpha / beta) = 0.1961 / 0.1960 hartree

Atoms and positions in Å:
Pd -0.97 -0.80 -0.17
N 1.30 -0.52 1.85
P 1.67 -0.40 0.12
C 3.48 -0.28 0.14
C 4.13 -0.56 -1.06
C 5.51 -0.47 -1.14
C 6.25 -0.09 -0.02
C 5.61 0.20 1.17
C 4.22 0.10 1.26
C 1.38 -2.17 -0.26
C 0.55 -2.51 -1.34
C 0.24 -3.86 -1.58
C 0.76 -4.84 -0.78
C 1.62 -4.51 0.28
C 1.92 -3.19 0.54
P -0.32 -0.89 1.99
C -0.48 -2.53 2.66
C 0.06 -2.73 3.93
C -0.01 -3.98 4.52
C -0.63 -5.02 3.84
C -1.16 -4.83 2.58
C -1.09 -3.58 1.98
C -1.08 0.28 3.07
C -0.74 1.63 2.98
C -1.38 2.55 3.80
C -2.36 2.12 4.69
C -2.71 0.78 4.77
C -2.08 -0.15 3.96
H 1.64 0.23 2.45
H 3.56 -0.85 -1.94
H 6.01 -0.69 -2.07
H 7.33 -0.01 -0.09
H 6.18 0.49 2.04
H 3.74 0.33 2.20
H 0.28 -1.77 -2.09
H -0.38 -4.12 -2.43
H 0.54 -5.88 -0.98
H 2.05 -5.29 0.89
H 2.58 -2.93 1.36
H 0.54 -1.91 4.46
H 0.42 -4.14 5.50
H -0.69 -6.00 4.31
H -1.63 -5.65 2.06
H -1.48 -3.44 0.98
H 0.00 1.97 2.27
H -1.11 3.59 3.75
H -2.86 2.84 5.32
H -3.47 0.46 5.47
H -2.34 -1.20 4.03
F 0.42 2.28 -1.85
C 0.03 3.33 -2.58
C 0.94 4.05 -3.24
F 2.21 3.71 -3.15
C 0.57 5.18 -4.08
C -0.85 5.44 -4.17
C -1.76 4.69 -3.51
F -3.04 5.02 -3.62
C -1.38 3.60 -2.66
C -2.30 2.85 -1.97
C -1.94 1.98 -0.90
N -1.64 1.31 -0.01
C -3.70 2.84 -2.27
N -4.81 2.70 -2.55
F -1.28 6.45 -4.89
C 1.50 5.94 -4.74
C 1.14 7.04 -5.59
N 0.93 7.92 -6.30
C 2.91 5.72 -4.63
N 4.05 5.60 -4.56
N -4.47 -0.75 -2.68
C -3.57 -1.30 -1.87
O -2.35 -1.06 -1.97
C -4.09 -2.25 -0.83
I -3.88 -1.34 1.08
H -4.17 -0.10 -3.39
H -5.45 -0.95 -2.60
H -3.49 -3.15 -0.81
H -5.15 -2.49 -0.95

***

The following is a DFT calculation (ωB97M-V/def2-TZVPD) of a structure of composition C25H59BrN7ORuSi2.

Summary:
Charge = +2
Multiplicity = 6
Total energy = -4694.03549 Ha
Energy above the lowest of the compared OMol25 structures with the same formula, charge and spin = 0.0 kcal/mol
⟨S²⟩ = 8.76
Orbital gap (alpha / beta) = 0.3275 / 0.2600 hartree

Atoms and positions in Å:
Ru -0.69 -1.72 -0.61
N 1.35 -1.59 -1.89
C 0.95 -1.51 -3.31
C 0.11 -2.73 -3.64
N -1.12 -2.76 -2.81
C -2.19 -2.01 -3.51
C -3.17 -1.41 -2.53
N -2.44 -0.48 -1.66
C -1.56 -4.14 -2.54
C -0.59 -4.92 -1.67
N -0.24 -4.14 -0.47
H 1.85 -0.75 -1.61
H 1.97 -2.38 -1.76
H 1.82 -1.47 -3.97
H 0.39 -0.59 -3.45
H 0.70 -3.63 -3.45
H -0.14 -2.74 -4.70
H -2.70 -2.66 -4.23
H -1.73 -1.20 -4.08
H -3.62 -2.18 -1.89
H -3.98 -0.92 -3.07
H -3.01 -0.20 -0.87
H -2.17 0.36 -2.16
H -1.72 -4.69 -3.48
H -2.52 -4.08 -2.03
H 0.33 -5.14 -2.21
H -1.04 -5.88 -1.42
H 0.62 -4.48 -0.06
H -0.96 -4.25 0.24
C -3.76 -4.64 0.98
Si -3.49 -2.83 1.36
C -3.10 -2.59 3.16
C -4.96 -1.81 0.85
O -2.18 -2.32 0.45
H -4.62 -5.02 1.53
H -2.90 -5.25 1.27
H -3.97 -4.81 -0.08
H -3.91 -3.00 3.77
H -3.02 -1.53 3.43
H -2.18 -3.10 3.45
H -5.82 -2.03 1.48
H -5.27 -1.99 -0.18
H -4.76 -0.74 0.97
C 1.14 3.25 -2.61
C 2.03 3.44 -1.37
C 2.49 4.91 -1.32
C 3.27 2.56 -1.59
Si 1.15 3.03 0.28
Br -0.04 0.99 -0.30
C -0.29 4.17 0.77
C 0.30 5.39 1.51
C -1.05 4.68 -0.46
C -1.33 3.50 1.68
C 2.29 2.47 1.70
C 1.49 2.27 3.00
C 3.00 1.14 1.42
C 3.35 3.56 1.95
H 1.70 3.57 -3.49
H 0.22 3.84 -2.58
H 0.86 2.21 -2.75
H 3.08 5.12 -2.21
H 3.12 5.12 -0.45
H 1.65 5.61 -1.31
H 3.69 2.79 -2.57
H 3.02 1.49 -1.58
H 4.05 2.74 -0.85
H 1.06 5.91 0.93
H 0.73 5.12 2.47
H -0.50 6.10 1.70
H -0.44 5.30 -1.11
H -1.89 5.29 -0.13
H -1.47 3.86 -1.06
H -0.91 3.11 2.61
H -1.85 2.68 1.17
H -2.08 4.24 1.95
H 0.69 1.53 2.88
H 1.05 3.19 3.37
H 2.17 1.90 3.77
H 2.28 0.34 1.23
H 3.58 0.86 2.30
H 3.69 1.19 0.58
H 2.91 4.54 2.16
H 4.04 3.67 1.12
H 3.94 3.27 2.83
N 3.95 -2.70 2.67
C 2.68 -2.26 2.59
C 1.94 -2.28 1.39
N 0.69 -1.85 1.35
C 0.14 -1.37 2.47
C 0.88 -1.36 3.64
N 2.12 -1.80 3.71
H 4.45 -3.05 1.87
H 4.42 -2.67 3.56
H 2.39 -2.66 0.48
H -0.88 -1.02 2.42
H 0.44 -0.98 4.56

***

The following is a DFT calculation (ωB97M-V/def2-TZVPD) of the molecule C3H12Si4 in a non-equilibrium geometry.

Summary:
Charge = 0
Total energy = -1279.23218 Ha
Energy above the lowest of the compared OMol25 structures with the same formula, charge and spin = 49.0 kcal/mol
Orbital gap = 0.3204 hartree
SMILES = [SiH3]C1=C([SiH3])C1([SiH3])[SiH3]

Atoms and positions in Å:
C -0.81 0.67 -0.09
C 0.14 -0.44 0.24
C -0.30 0.53 -1.25
Si -2.38 0.99 0.65
Si -0.87 -1.92 0.20
Si 1.49 -0.20 1.50
Si 0.93 0.89 -2.62
H -2.86 2.30 0.45
H -2.18 0.90 2.19
H -3.51 0.33 -0.21
H -0.11 -2.73 1.20
H -1.27 -2.42 -1.13
H -2.11 -1.48 0.95
H 0.60 0.25 2.52
H 1.85 -1.60 1.51
H 2.58 0.70 1.15
H 2.29 0.41 -2.22
H 1.01 2.29 -3.17
H 0.68 0.13 -3.91

***

The following is a DFT calculation (ωB97M-V/def2-TZVPD) of a structure of composition C24H23N3NiO2S.

Summary:
Charge = 0
Multiplicity = 3
Total energy = -3149.57813 Ha
⟨S²⟩ = 2.01
Orbital gap (alpha / beta) = 0.2654 / 0.2647 hartree

Atoms and positions in Å:
Ni -0.15 -0.02 0.28
C 2.80 -0.83 3.21
C 1.90 -1.06 2.02
O 1.20 -0.03 1.67
C 1.89 -2.29 1.42
C 1.15 -2.65 0.25
C 1.37 -4.00 -0.38
N 0.32 -1.82 -0.31
N -0.30 -2.21 -1.49
C -0.88 -1.18 -2.03
O -0.88 0.03 -1.56
C -1.64 -1.43 -3.29
C -2.60 -0.51 -3.70
C -3.33 -0.73 -4.86
C -3.08 -1.85 -5.64
C -2.11 -2.76 -5.24
C -1.39 -2.55 -4.07
H 3.37 0.09 3.06
H 3.48 -1.66 3.38
H 2.18 -0.68 4.11
H 2.54 -3.05 1.83
H 2.07 -4.59 0.21
H 1.76 -3.87 -1.39
H 0.43 -4.53 -0.48
H -2.77 0.36 -3.08
H -4.09 -0.02 -5.16
H -3.65 -2.02 -6.55
H -1.91 -3.63 -5.85
H -0.64 -3.26 -3.75
N -1.18 1.59 0.90
S -1.10 2.96 0.09
C 0.24 3.94 0.76
C 1.18 3.31 1.57
C 2.25 4.06 2.05
C 2.37 5.40 1.72
C 1.43 6.01 0.90
C 0.36 5.27 0.41
C -2.48 3.96 0.61
C -3.53 4.10 -0.28
C -4.68 4.76 0.12
C -4.77 5.26 1.41
C -3.72 5.11 2.30
C -2.56 4.46 1.91
H -1.29 1.73 1.90
H 1.09 2.25 1.80
H 2.99 3.58 2.68
H 3.20 5.97 2.10
H 1.53 7.05 0.63
H -0.38 5.74 -0.23
H -3.45 3.69 -1.28
H -5.51 4.88 -0.56
H -5.68 5.77 1.73
H -3.79 5.51 3.31
H -1.73 4.35 2.59

***

The following is a DFT calculation (ωB97M-V/def2-TZVPD) of a structure of composition C40H31N2O2P2PdS3.

Summary:
Charge = -1
Multiplicity = 3
Total energy = -3808.13944 Ha
Energy above the lowest of the compared OMol25 structures with the same formula, charge and spin = 0.0 kcal/mol
⟨S²⟩ = 2.01
Orbital gap (alpha / beta) = 0.2429 / 0.2407 hartree

Atoms and positions in Å:
Pd -0.55 -0.04 1.26
S -2.97 1.66 -1.88
P -1.02 1.48 -1.86
C -0.38 0.22 -0.81
P 1.07 -0.75 -0.97
S 0.93 -2.21 0.34
C 2.45 0.39 -0.58
C 3.12 1.14 -1.55
C 4.06 2.09 -1.18
C 4.34 2.30 0.16
C 3.70 1.54 1.13
C 2.77 0.58 0.77
C 1.44 -1.44 -2.60
C 2.75 -1.67 -3.02
C 3.00 -2.33 -4.22
C 1.94 -2.76 -5.00
C 0.63 -2.55 -4.58
C 0.39 -1.90 -3.38
C -0.48 1.28 -3.60
C 0.77 1.70 -4.04
C 1.18 1.47 -5.35
C 0.33 0.83 -6.24
C -0.93 0.44 -5.82
C -1.33 0.66 -4.51
C -0.18 3.02 -1.35
C 0.45 3.14 -0.11
C 1.05 4.34 0.25
C 1.03 5.42 -0.61
C 0.39 5.32 -1.84
C -0.22 4.13 -2.20
H 2.91 0.97 -2.59
H 4.56 2.67 -1.94
H 5.07 3.05 0.45
H 3.93 1.68 2.18
H 2.28 -0.02 1.53
H 3.58 -1.35 -2.40
H 4.02 -2.50 -4.53
H 2.13 -3.27 -5.94
H -0.20 -2.90 -5.18
H -0.63 -1.75 -3.04
H 1.43 2.23 -3.37
H 2.16 1.80 -5.67
H 0.64 0.65 -7.26
H -1.61 -0.05 -6.51
H -2.32 0.37 -4.18
H 0.47 2.30 0.56
H 1.55 4.41 1.22
H 1.51 6.35 -0.32
H 0.36 6.17 -2.51
H -0.73 4.05 -3.15
O 1.73 -0.96 3.43
S 0.52 -1.26 4.16
O 0.57 -1.06 5.59
N -0.69 -0.49 3.45
C -1.97 -0.61 3.97
C -2.36 -1.30 5.11
C -3.70 -1.32 5.54
C -4.67 -0.63 4.88
C -4.33 0.10 3.72
C -5.27 0.88 3.01
C -4.87 1.60 1.92
C -3.53 1.51 1.52
N -2.64 0.78 2.14
C -3.00 0.10 3.25
C 0.21 -3.01 3.95
C -0.61 -3.48 2.94
C -0.81 -4.85 2.79
C -0.20 -5.74 3.67
C 0.61 -5.26 4.69
C 0.81 -3.90 4.84
H -1.62 -1.82 5.70
H -3.94 -1.89 6.43
H -5.70 -0.63 5.22
H -6.30 0.89 3.35
H -5.56 2.21 1.36
H -3.19 2.04 0.64
H -1.07 -2.78 2.26
H -1.45 -5.21 2.00
H -0.36 -6.80 3.55
H 1.09 -5.95 5.37
H 1.43 -3.51 5.64

***

The following is a DFT calculation (ωB97M-V/def2-TZVPD) of the molecule C17H16N4OS in a non-equilibrium geometry.

Summary:
Charge = 0
Total energy = -1349.86997 Ha
Energy above the lowest of the compared OMol25 structures with the same formula, charge and spin = 21.5 kcal/mol
Orbital gap = 0.2758 hartree
SMILES = Cc1ccn2c(-c3csc(NCc4ccco4)n3)c(C)nc2c1

Atoms and positions in Å:
C 1.80 -4.17 2.06
C 1.24 -3.20 1.06
C 1.44 -3.35 -0.29
C 0.90 -2.41 -1.17
N 0.97 -2.36 -2.49
C 0.29 -1.27 -2.87
C -0.24 -0.60 -1.76
N 0.16 -1.34 -0.68
C -0.05 -1.19 0.65
C 0.48 -2.10 1.52
H 0.31 -1.97 2.58
H -0.63 -0.34 0.95
C -1.02 0.61 -1.67
C -1.42 1.38 -2.72
S -2.31 2.76 -2.17
C -2.06 2.18 -0.53
N -1.39 1.09 -0.44
N -2.60 2.85 0.53
H -2.81 3.82 0.35
C -2.14 2.51 1.86
C -0.65 2.62 2.00
C 0.22 3.61 1.67
C 1.52 3.11 1.97
C 1.33 1.86 2.46
O 0.02 1.55 2.49
H 2.02 1.12 2.82
H 2.45 3.62 1.83
H -0.02 4.57 1.25
H -2.66 3.16 2.56
H -2.42 1.47 2.07
H -1.28 1.24 -3.77
C 0.19 -0.92 -4.31
H 0.73 -1.66 -4.89
H 0.62 0.06 -4.51
H -0.85 -0.91 -4.64
H 2.01 -4.16 -0.70
H 2.45 -3.65 2.77
H 1.00 -4.64 2.62
H 2.38 -4.94 1.56

***

The following is a DFT calculation (ωB97M-V/def2-TZVPD) of a structure of composition C36H34Cl2O7P2S3Sr in a non-equilibrium geometry.

Summary:
Charge = -2
Total energy = -4747.27552 Ha
Energy above the lowest of the compared OMol25 structures with the same formula, charge and spin = 28.1 kcal/mol
Orbital gap = 0.2131 hartree

Atoms and positions in Å:
Sr -1.54 0.11 0.97
S 0.98 -2.00 1.43
P 1.62 -0.71 0.06
C 0.59 0.59 -0.33
P 1.08 2.23 -0.21
S -0.23 3.46 0.64
C 1.31 2.86 -1.94
C 1.11 4.20 -2.27
C 1.27 4.64 -3.58
C 1.64 3.74 -4.57
C 1.82 2.40 -4.26
C 1.65 1.97 -2.95
C 2.69 2.78 0.51
C 3.69 3.40 -0.23
C 4.78 3.98 0.41
C 4.88 3.96 1.79
C 3.89 3.33 2.53
C 2.81 2.74 1.90
C 1.82 -1.82 -1.41
C 2.78 -2.82 -1.43
C 2.83 -3.74 -2.46
C 1.91 -3.67 -3.50
C 0.93 -2.69 -3.48
C 0.88 -1.77 -2.44
C 3.40 -0.42 0.39
C 3.89 -0.56 1.68
C 5.25 -0.42 1.93
C 6.12 -0.13 0.89
C 5.63 0.03 -0.40
C 4.28 -0.11 -0.65
H 0.80 4.88 -1.49
H 1.11 5.68 -3.83
H 1.78 4.08 -5.59
H 2.09 1.69 -5.04
H 1.76 0.92 -2.69
H 3.61 3.44 -1.31
H 5.56 4.45 -0.18
H 5.72 4.43 2.28
H 3.97 3.29 3.61
H 2.03 2.26 2.48
H 3.49 -2.89 -0.60
H 3.59 -4.52 -2.46
H 1.94 -4.39 -4.31
H 0.19 -2.64 -4.27
H 0.11 -1.00 -2.40
H 3.20 -0.82 2.48
H 5.63 -0.54 2.94
H 7.18 -0.02 1.09
H 6.31 0.27 -1.21
H 3.89 -0.01 -1.65
O -4.84 0.04 2.72
Cl -4.02 1.11 2.23
O -2.79 1.16 2.97
O -4.72 2.35 2.39
O -3.72 0.90 0.84
C -0.18 2.58 4.40
S 0.64 0.97 4.42
C -0.61 -0.03 5.27
H -1.22 2.45 4.15
H 0.29 3.18 3.62
H -0.07 3.07 5.37
H -0.59 0.16 6.34
H -0.37 -1.07 5.06
H -1.59 0.20 4.85
C -5.67 -4.77 -2.32
C -6.13 -3.54 -1.58
C -7.26 -2.85 -1.98
C -7.68 -1.74 -1.27
Cl -9.12 -0.90 -1.78
C -6.99 -1.30 -0.16
C -5.85 -1.98 0.24
C -5.41 -3.09 -0.46
O -4.34 -3.84 -0.13
C -3.57 -3.48 1.01
C -2.82 -2.14 0.92
O -2.54 -1.68 -0.21
O -2.49 -1.64 2.02
H -6.28 -4.94 -3.20
H -5.73 -5.65 -1.67
H -4.62 -4.67 -2.61
H -7.82 -3.18 -2.84
H -7.31 -0.43 0.40
H -5.32 -1.63 1.12
H -2.81 -4.25 1.08
H -4.18 -3.49 1.92

***

What is the formula in the fourth record?
C24H23N3NiO2S